# C7H11NO

The molecule C7H11NO in a non-equilibrium geometry (ωB97M-V/def2-TZVPD, OMol25).

Output
Gap between HOMO and LUMO = 9.39 eV
Relative energy (zero: lowest compared OMol25 entry of this formula, charge and spin) = 289.47 kJ/mol
Net charge = 0

Last columns: bonded neighbours and bond lengths (Å).
Geometry (Å):
1 C 1.376 1.459 0.313  N8 1.245, O9 1.367, H10 1.095
2 C 3.363 -0.124 0.303  C3 1.320, O9 1.381, H14 1.085
3 C 4.024 -0.662 -0.705  C2 1.320, H11 1.075, H12 1.074
4 C -0.593 -0.109 0.191  C5 1.333, C7 1.506, N8 1.377
5 C -0.462 -1.179 0.976  C4 1.333, H13 1.077, H15 1.075
6 C -2.877 0.836 -0.014  C7 1.528, H16 1.089, H17 1.088, H18 1.088
7 C -1.758 0.093 -0.741  C4 1.506, C6 1.528, H19 1.091, H20 1.091
8 N 0.220 0.999 0.264  C1 1.245, C4 1.377
9 O 2.681 1.071 0.185  C1 1.367, C2 1.381
10 H 1.441 2.547 0.417  C1 1.095
11 H 4.621 -1.543 -0.558  C3 1.075
12 H 4.000 -0.232 -1.689  C3 1.074
13 H 0.357 -1.274 1.669  C5 1.077
14 H 3.347 -0.556 1.299  C2 1.085
15 H -1.204 -1.957 0.988  C5 1.075
16 H -3.195 0.273 0.863  C6 1.089
17 H -3.736 0.971 -0.667  C6 1.088
18 H -2.521 1.811 0.311  C6 1.088
19 H -1.436 0.673 -1.607  C7 1.091
20 H -2.116 -0.879 -1.083  C7 1.091

For reference, the Mulliken charges in units of e are: -0.02, 0.06, -0.68, 0.55, -0.95, -1.06, -0.63, -0.25, -0.39, 0.37, 0.26, 0.25, 0.28, 0.35, 0.30, 0.30, 0.33, 0.32, 0.29, 0.33